A single C6H6N2O2 molecule at a distorted geometry. Source: the OMol25 dataset; level of theory: the ωB97M-V functional and the def2-TZVPD basis.

Output
Energy above the lowest of the compared OMol25 structures with the same formula, charge and spin   82.84 kcal/mol
Gap between HOMO and LUMO   9.34 eV
Structure (SMILES)   Nc1cncc(C(=O)O)c1

Positions of all 16 atoms, in Å:
N  2.560  -0.743  -0.789
C  1.273  -0.563  -0.133
C  1.140  -0.717  1.221
N  0.279  -0.685  2.018
C  -0.905  0.048  1.349
C  -0.888  0.173  -0.015
C  -2.150  0.654  -0.465
O  -3.097  0.762  0.270
O  -2.133  1.436  -1.665
C  0.239  -0.208  -0.844
H  2.949  0.271  -1.219
H  3.256  -0.738  0.121
H  2.177  -1.107  1.579
H  -1.718  -0.062  1.915
H  -3.094  1.648  -1.418
H  0.110  -0.170  -1.926

Cartesian forces, eV/Å:
N 3.17 3.38 2.82
C 2.99 0.84 -3.23
C 10.99 -2.89 -2.55
N -10.28 3.87 3.73
C 5.82 -3.94 -0.77
C 1.10 -1.28 0.87
C 0.00 3.19 -1.22
O -0.85 -0.54 -0.74
O -2.43 -1.88 2.75
C -4.09 1.38 -0.56
H -1.87 -3.41 1.20
H -1.75 -0.55 -2.95
H -1.25 0.26 0.12
H -3.17 0.68 2.02
H 1.14 0.79 -1.80
H 0.46 0.11 0.31

2 unconnected molecules or ions with the total composition C3H9NO at a distorted geometry. Source: the OMol25 dataset; level of theory: the ωB97M-V functional and the def2-TZVPD basis.

Output
Energy above the lowest of the compared OMol25 structures with the same formula, charge and spin   80.94 kcal/mol
Gap between HOMO and LUMO   10.49 eV
Structure (SMILES)   C=N.CCO

Positions of all 14 atoms, in Å:
C  -2.268  -0.035  -0.530
N  -2.573  -1.237  -0.208
H  -2.943  0.815  -0.332
H  -1.034  0.102  -0.905
H  -3.471  -1.284  0.289
C  1.595  -0.356  0.870
C  0.940  0.256  -0.351
O  1.269  1.628  -0.498
H  1.333  -1.413  0.959
H  2.686  -0.272  0.817
H  1.281  0.163  1.781
H  1.221  -0.292  -1.258
H  -0.272  0.219  -0.079
H  2.234  1.707  -0.556

Cartesian forces, eV/Å:
C 2.11 -1.17 -0.46
N 0.30 1.07 0.11
H 0.49 -0.02 -0.22
H -5.25 -0.08 -0.21
H 0.06 0.06 -0.43
C 0.32 -0.01 0.14
C -1.72 0.10 1.73
O 0.10 0.10 -0.07
H 0.03 0.06 0.01
H -0.01 -0.11 -0.05
H -0.04 -0.06 -0.15
H -0.54 -0.12 0.00
H 4.51 0.22 -0.41
H -0.35 -0.04 0.01

A molecular structure, C32H22F3GeN2O3S3Tc. Source: the OMol25 dataset; level of theory: the ωB97M-V functional and the def2-TZVPD basis.

Output
Energy above the lowest of the compared OMol25 structures with the same formula, charge and spin   5.39 kcal/mol
Gap between HOMO and LUMO   6.04 eV

Positions of all 67 atoms, in Å:
Tc  -0.584  -0.077  0.519
F  -0.463  -2.246  -5.575
C  -0.935  -1.749  -4.419
F  -1.509  -0.571  -4.706
F  -1.908  -2.574  -4.006
C  0.157  -1.608  -3.394
C  1.452  -1.987  -3.686
C  2.447  -1.851  -2.726
C  2.099  -1.340  -1.493
N  0.853  -0.972  -1.205
C  -0.116  -1.093  -2.122
S  -1.673  -0.538  -1.557
H  1.682  -2.389  -4.663
H  3.466  -2.143  -2.929
H  2.826  -1.224  -0.698
O  -0.393  -3.937  0.087
C  -0.052  -2.952  0.701
O  -0.906  -1.973  0.966
C  1.344  -2.816  1.250
C  2.175  -3.918  1.046
C  3.485  -3.928  1.485
C  3.986  -2.815  2.150
C  3.177  -1.716  2.363
C  1.852  -1.694  1.917
S  0.966  -0.212  2.302
H  1.755  -4.765  0.522
H  4.111  -4.793  1.313
H  5.009  -2.802  2.502
H  3.564  -0.845  2.874
O  0.527  2.919  -2.187
S  0.760  2.752  -0.767
N  0.067  1.644  -0.065
C  -1.973  0.513  1.259
Ge  -3.793  1.098  1.790
C  -4.717  -0.551  2.201
C  -5.880  -0.513  2.968
C  -6.579  -1.678  3.238
C  -6.116  -2.892  2.748
C  -4.957  -2.939  1.989
C  -4.256  -1.773  1.714
C  -4.481  1.976  0.210
C  -5.287  1.269  -0.680
C  -5.713  1.863  -1.858
C  -5.332  3.162  -2.155
C  -4.528  3.874  -1.276
C  -4.101  3.281  -0.097
C  -3.534  2.314  3.273
C  -2.466  2.153  4.153
C  -2.309  3.015  5.227
C  -3.222  4.039  5.434
C  -4.290  4.206  4.566
C  -4.444  3.348  3.486
H  -6.243  0.429  3.365
H  -7.481  -1.642  3.834
H  -6.659  -3.803  2.963
H  -4.590  -3.884  1.612
H  -3.344  -1.834  1.130
H  -5.582  0.251  -0.451
H  -6.336  1.309  -2.548
H  -5.658  3.622  -3.079
H  -4.228  4.886  -1.512
H  -3.468  3.836  0.586
H  -1.747  1.354  4.000
H  -1.474  2.888  5.903
H  -3.099  4.710  6.275
H  -5.001  5.006  4.727
H  -5.274  3.491  2.804

Cartesian forces, eV/Å:
Tc 0.02 0.50 0.37
F 0.06 -0.04 -0.06
C -0.02 0.00 0.02
F -0.01 0.08 0.00
F -0.02 -0.03 0.04
C -0.01 -0.01 -0.01
C 0.02 0.00 0.02
C -0.02 0.00 0.01
C 0.11 -0.02 0.01
N -0.17 0.06 0.00
C -0.06 0.00 -0.06
S -0.07 -0.02 0.01
H 0.01 0.00 0.00
H 0.01 0.00 0.00
H 0.01 0.00 0.01
O 0.05 0.04 0.06
C -0.15 -0.04 0.03
O 0.13 -0.15 -0.11
C -0.04 0.01 -0.04
C 0.03 -0.01 0.00
C -0.01 0.01 0.01
C 0.00 -0.02 0.00
C 0.00 0.01 0.00
C 0.00 0.02 0.01
S -0.20 -0.05 -0.06
H -0.01 0.00 0.00
H 0.01 -0.02 -0.01
H 0.02 0.00 0.00
H 0.02 0.01 0.02
O 0.01 -0.01 -0.01
S -0.04 0.07 0.01
N -0.03 -0.26 -0.03
C 0.30 -0.13 -0.20
Ge -0.07 0.02 0.04
C 0.06 0.03 -0.01
C 0.00 0.02 0.00
C -0.01 0.00 0.01
C -0.02 -0.01 0.01
C 0.03 -0.03 -0.02
C 0.01 0.00 -0.02
C 0.07 -0.03 0.00
C -0.01 0.02 0.04
C -0.02 -0.03 -0.02
C -0.01 0.02 -0.04
C 0.03 0.03 0.02
C -0.02 -0.03 -0.01
C -0.05 -0.01 -0.04
C 0.01 -0.02 -0.01
C 0.02 -0.01 0.01
C 0.01 0.02 0.03
C -0.03 0.01 -0.02
C 0.02 -0.01 0.01
H 0.00 0.01 0.01
H -0.01 0.00 0.01
H -0.01 -0.01 0.00
H 0.01 -0.01 -0.01
H 0.00 0.00 0.00
H -0.01 -0.02 -0.01
H -0.01 -0.01 -0.01
H -0.01 0.01 -0.01
H 0.00 0.01 0.00
H 0.02 0.03 0.01
H 0.01 0.00 0.01
H 0.01 0.00 0.01
H 0.00 0.01 0.01
H -0.01 0.01 0.00
H -0.01 0.01 -0.01